# C6H16N2

An isolated ion of composition C6H16N2 and charge +1 in a non-equilibrium geometry (ωB97M-V/def2-TZVPD, the Open Molecules 2025 dataset).

Last column: Löwdin charge in e.
Element x y z (Å)
C  0.252  -0.162  -0.760  -0.139
N  0.359  1.228  -1.198  -0.157
C  -1.001  1.700  -1.685  -0.011
C  0.911  2.113  -0.283  -0.092
C  -0.254  -0.534  0.692  -0.353
C  -1.731  -0.434  0.874  -0.053
N  0.184  -1.933  0.967  0.035
C  1.636  -2.276  1.126  -0.027
H  1.138  -0.763  -1.068  0.130
H  -0.293  -0.784  -1.537  0.156
H  -1.041  1.109  -2.565  0.092
H  -1.834  1.685  -1.124  0.024
H  -0.969  2.873  -1.787  0.147
H  1.078  3.075  -0.871  0.133
H  0.185  2.234  0.589  0.131
H  1.867  1.695  0.162  0.125
H  0.202  -0.012  1.544  0.151
H  -2.036  0.588  0.319  0.110
H  -2.483  -1.220  0.556  0.110
H  -1.916  -0.402  1.994  0.110
H  -0.361  -2.643  0.523  0.126
H  1.979  -3.342  0.820  0.140
H  1.892  -2.203  2.109  0.053
H  2.236  -1.592  0.603  0.059

## Properties
- net charge = +1
- HOMO-LUMO gap (alpha / beta) (eV) = 11.7 / 5.2
- spin multiplicity = 2
- E_LUMO (alpha / beta) (eV) = -2.47 / -7.57
- energy relative to the best compared isomer or geometry (same formula, charge and spin) (kJ/mol) = 278.1